No. 1
{
  "formula": "C10H16",
  "method": "ωB97M-V/def2-TZVPD",
  "species": ["C", "C", "C", "C", "C", "C", "C", "C", "H", "H", "H", "H", "H", "H", "H", "H", "H", "H", "C", "C", "H", "H", "H", "H", "H", "H"],
  "xyz": [[0.66081, 0.61438, -1.41387], [-0.67679, 0.78286, -0.77274], [1.72359, 0.56311, -0.40440], [1.91567, -0.64820, 0.33049], [2.40095, 1.69845, -0.04085], [2.86521, -0.77694, 1.30764], [3.23212, 1.66319, 1.11663], [3.61188, 0.38807, 1.69951], [0.88327, -0.25719, -2.10967], [0.80258, 1.48451, -2.08072], [-1.11537, 1.75080, -0.88287], [1.22168, -1.58444, 0.13434], [2.14023, 2.56001, -0.37114], [3.04870, -1.82194, 1.69374], [3.46620, 2.62298, 1.52509], [4.30231, 0.41471, 2.68013], [-0.62176, 0.51397, 0.28454], [-1.50160, 0.14501, -1.12171], [-3.82272, -1.38125, -0.89671], [-3.28423, -1.13697, 0.50899], [-3.65503, -2.45587, -1.07818], [-4.92485, -1.18553, -0.97694], [-3.32045, -0.80207, -1.70430], [-4.04406, -1.24916, 1.30080], [-2.42463, -1.71191, 0.77271], [-2.88369, -0.19057, 0.49950]],
  "forces_ev_per_angstrom": [[0.851, -0.109, -2.662], [-1.792, -1.622, 0.613], [0.494, -1.227, 1.190], [-1.625, -1.048, -1.307], [2.111, -5.538, 4.418], [1.547, 0.147, 0.557], [-0.050, -2.705, -0.583], [-0.428, 1.607, 1.586], [-1.143, 0.663, 0.831], [0.252, -0.270, 0.261], [0.198, 0.963, 0.132], [1.519, 2.076, 0.067], [-1.519, 5.546, -2.596], [-0.084, 1.560, -0.020], [0.813, 0.179, 0.369], [-1.589, -0.310, -2.567], [0.030, 0.336, 0.060], [0.578, -0.172, -0.407], [-0.623, -0.998, -0.350], [-1.183, -0.621, -0.076], [-0.355, 0.368, -0.521], [1.011, -0.123, 0.104], [-0.231, -0.394, 0.700], [0.331, 0.096, -0.400], [0.434, -1.004, -0.013], [0.452, 2.599, 0.616]],
  "lowdin_charge": [-0.23, -0.09, -0.28, -0.08, -0.04, -0.12, -0.06, -0.08, 0.14, 0.11, 0.07, 0.15, 0.05, 0.11, 0.08, 0.13, 0.08, 0.05, -0.17, -0.17, 0.06, 0.07, 0.06, 0.08, 0.06, 0.00],
  "max_force_ev_per_a": 7.392,
  "smiles": "CCc1ccccc1.CC",
  "gap_ev": 9.795,
  "de_lowest_kcal_mol": 48.6,
  "charge": 0
}

---

No. 2
{
  "formula": "C6H16O",
  "method": "ωB97M-V/def2-TZVPD",
  "species": ["C", "C", "C", "C", "H", "H", "H", "H", "H", "H", "H", "H", "H", "H", "C", "C", "O", "H", "H", "H", "H", "H", "H"],
  "xyz": [[-1.13442, -0.21150, 1.34684], [-1.70107, -0.33903, -0.11379], [-2.16585, 0.73151, 2.03023], [-0.90861, -1.59490, 1.91196], [-0.28628, 0.49372, 1.39348], [-2.78927, -0.37419, -0.14195], [-3.21196, 0.38508, 2.18666], [-1.80181, 1.06901, 3.00898], [-2.19000, 1.63043, 1.40782], [-0.45029, -2.24455, 1.17571], [-0.84955, -1.80246, 2.97606], [-1.92139, -2.07592, 1.68618], [-1.26604, -1.26964, -0.52766], [-1.22930, 0.40171, -0.81554], [2.54421, 1.17783, -1.55452], [2.71637, -0.19332, -2.21677], [1.69377, 1.99421, -2.23454], [2.14323, 0.97361, -0.46915], [3.54300, 1.59659, -1.51206], [2.02532, -1.03381, -2.07202], [0.77950, 1.61790, -2.10107], [3.71754, -0.67765, -2.08375], [2.74288, -0.25461, -3.28110]],
  "forces_ev_per_angstrom": [[-1.429, 1.715, -0.387], [2.562, -0.689, -0.317], [0.028, 0.019, 0.932], [-3.504, -0.992, -1.142], [0.505, -0.790, -0.395], [0.188, 0.177, -0.164], [0.761, -0.198, -0.376], [-0.087, -0.154, -0.058], [-0.257, -0.014, 0.069], [1.495, -0.024, 0.523], [0.969, 0.329, -0.063], [0.493, 0.565, 0.628], [-0.659, 0.058, 0.030], [-0.964, 0.044, 0.651], [1.178, -0.117, 1.507], [0.430, -3.756, -1.014], [-0.778, -0.652, 0.585], [0.179, 0.143, -1.434], [-0.176, 0.621, -0.028], [-0.390, 0.725, 1.022], [0.201, 0.419, -0.464], [-0.455, 1.088, 1.090], [-0.290, 1.482, -1.193]],
  "lowdin_charge": [-0.49, -0.10, -0.11, -0.08, 0.11, 0.08, 0.09, 0.08, 0.07, 0.06, 0.08, 0.11, 0.06, 0.06, -0.18, -0.01, 0.28, 0.23, 0.15, 0.10, 0.19, 0.13, 0.09],
  "max_force_ev_per_a": 3.914,
  "gap_ev": [9.664, 3.126],
  "de_lowest_kcal_mol": 51.9,
  "charge": 1,
  "spin_multiplicity": 2
}

---

No. 3
{
  "formula": "C21H50AlBrCsFLiO8P",
  "method": "ωB97M-V/def2-TZVPD",
  "species": ["C", "O", "C", "C", "C", "P", "C", "C", "C", "C", "O", "C", "O", "C", "C", "C", "C", "C", "H", "H", "H", "H", "H", "H", "H", "H", "H", "H", "H", "H", "H", "H", "H", "H", "H", "H", "H", "H", "H", "H", "H", "H", "H", "H", "H", "H", "H", "O", "H", "C", "C", "C", "O", "H", "H", "H", "H", "H", "H", "H", "H", "Al", "C", "O", "H", "H", "H", "Br", "C", "O", "H", "H", "H", "H", "C", "C", "O", "H", "H", "H", "H", "H", "Cs", "F", "Li"],
  "xyz": [[2.81640, -3.03861, 2.91711], [1.63598, -3.73479, 2.64558], [1.40528, -3.99706, 1.26944], [-0.06078, -3.73198, 0.98211], [-0.31811, -3.38617, -0.47406], [-0.46395, -1.48965, -0.76699], [-2.36575, -1.16231, -0.73313], [-2.95553, -0.57016, 0.64988], [-3.65810, -1.69689, 1.59520], [-4.47384, -1.05205, 2.79382], [-4.19499, 0.35433, 3.02767], [-5.24103, 1.10179, 2.71514], [-5.84203, 1.82590, 3.43955], [0.37469, -0.66096, 0.65325], [0.90040, 0.62161, 0.03865], [1.63922, 1.57409, 0.95292], [0.85401, 1.88210, 2.21962], [2.96935, 0.92542, 1.33638], [3.60763, -3.67406, 3.30132], [3.19370, -2.47765, 2.07054], [2.59725, -2.31726, 3.69646], [1.61658, -5.01699, 0.99334], [1.98974, -3.35810, 0.61127], [-0.56468, -4.67432, 1.17614], [-0.46446, -3.01716, 1.69261], [0.50788, -3.67661, -1.09546], [-1.20526, -3.92404, -0.89139], [-2.94041, -2.14652, -0.94241], [-2.69311, -0.41757, -1.64457], [-2.27030, 0.04105, 1.20937], [-3.78564, 0.09445, 0.36465], [-4.43596, -2.29419, 0.96931], [-2.86088, -2.36713, 2.04777], [-4.31636, -1.59886, 3.70393], [-5.53368, -1.08230, 2.56722], [-5.56599, 1.05717, 1.60828], [-0.20069, -0.52988, 1.56635], [1.21010, -1.28960, 0.93426], [1.64067, 0.30770, -0.68666], [0.13875, 1.17331, -0.51916], [1.81379, 2.49151, 0.40829], [1.27766, 2.71994, 2.74613], [0.82778, 1.00025, 2.84008], [-0.17104, 2.09244, 1.94196], [2.82142, 0.20657, 2.12930], [3.39799, 0.41391, 0.48779], [3.68575, 1.65331, 1.69590], [0.67570, -6.47891, -0.60134], [1.04879, -6.84264, 0.21407], [1.66634, 5.58477, 0.09347], [1.76748, 5.48010, 1.60824], [2.00831, 6.82450, 2.27724], [2.81444, 4.58366, 1.96598], [2.60366, 5.97694, -0.32717], [1.48962, 4.59544, -0.34541], [0.85480, 6.24387, -0.20868], [0.83767, 5.04415, 1.97001], [2.96021, 7.25610, 1.94886], [2.06691, 6.70285, 3.35654], [1.21041, 7.53190, 2.04876], [3.66619, 4.92675, 1.68259], [-5.64228, 0.78915, -0.17071], [-1.05915, 3.99855, -0.64899], [-0.71619, 2.88110, -1.30370], [-0.86636, 4.00691, 0.47363], [-0.54119, 4.95556, -0.98046], [-2.14109, 4.29972, -0.69897], [-1.75558, -0.78359, -3.02786], [-2.50015, 2.22042, -5.67813], [-2.09740, 3.21940, -4.74356], [-2.86849, 2.72453, -6.57013], [-1.65055, 1.58802, -5.94729], [-3.29810, 1.60196, -5.25712], [-1.76272, 2.78580, -3.94499], [1.83736, -5.28810, -3.66813], [3.27047, -5.56488, -4.21073], [3.97791, -6.13140, -3.37778], [1.84507, -4.64582, -2.79359], [1.23856, -4.79229, -4.43975], [1.34499, -6.22428, -3.41160], [3.76342, -4.42392, -4.57779], [3.21192, -6.08446, -5.20070], [-3.76974, -3.24448, -0.17091], [4.75324, -4.13375, -3.93432], [3.41611, 5.66238, -1.64438]],
  "forces_ev_per_angstrom": [[-0.014, 0.241, 0.594], [0.135, 0.104, -0.212], [-0.552, 0.333, -0.010], [-0.482, -1.281, -0.113], [-1.180, 1.381, 0.325], [-0.065, -0.846, -0.281], [-1.171, 1.767, 2.994], [-0.836, -3.141, -0.592], [-1.188, 3.839, 3.911], [0.726, -0.007, -1.539], [0.238, -0.376, 0.212], [-0.530, 0.891, 0.829], [0.307, -0.084, -0.450], [-0.393, -0.267, 0.243], [-0.083, 0.479, -0.357], [0.234, -0.811, 0.841], [-0.258, -0.024, -0.782], [-0.010, 0.546, -0.007], [0.245, -0.368, -0.088], [0.073, 0.044, -0.407], [-0.038, 0.250, 0.297], [0.165, -0.422, -0.137], [0.449, 0.288, 0.131], [-0.172, -0.325, 0.106], [0.078, 0.500, 0.105], [0.291, -0.416, -0.255], [0.778, 0.302, 0.108], [6.091, 8.399, -3.778], [0.481, -1.073, 2.893], [0.377, 0.020, 0.272], [0.015, 0.504, 0.043], [-0.693, 5.837, 7.310], [-0.976, 0.524, -0.709], [0.152, 0.045, 0.558], [-0.348, -0.453, -0.093], [0.302, -0.101, 1.577], [-0.289, 0.130, 0.180], [0.196, -0.400, 0.107], [0.019, -0.093, -0.579], [-0.185, 0.082, 0.088], [0.034, 0.282, -0.269], [0.142, 0.248, 0.421], [0.111, -0.211, 0.486], [-0.393, 0.350, 0.016], [-0.014, -0.347, 0.234], [0.290, -0.193, -0.287], [0.248, 0.242, 0.193], [-0.186, 0.376, 0.171], [-0.078, -0.134, -0.254], [-0.450, -0.528, -0.134], [0.921, 0.425, -0.064], [-0.138, 0.070, -0.059], [-0.290, -0.446, 0.033], [0.122, 0.730, 0.969], [-0.160, 0.027, 0.019], [0.103, 0.003, -0.136], [0.030, -0.183, -0.053], [-0.029, 0.007, -0.071], [-0.045, -0.045, 0.029], [0.008, 0.029, 0.002], [0.027, 0.219, 0.111], [-0.022, -0.071, -1.993], [-0.211, 0.454, 0.169], [0.060, 0.344, 0.083], [0.085, -0.129, -0.114], [-0.275, -0.298, -0.144], [0.001, -0.159, -0.086], [0.700, 0.292, -6.967], [0.243, 0.155, 0.513], [-0.102, -0.029, -0.144], [0.002, 0.069, 0.016], [-0.133, -0.130, -0.065], [0.052, -0.116, -0.138], [0.045, 0.038, 0.060], [-0.011, 1.877, -0.926], [-3.868, -6.334, 2.819], [0.315, -0.362, -0.621], [0.089, -0.192, 0.208], [-0.025, 0.029, 0.012], [0.426, -0.206, 0.191], [4.134, 2.650, 1.757], [0.922, 0.960, -0.625], [-2.528, -16.822, -5.462], [-1.950, 1.546, -2.625], [-0.086, -0.507, -0.608]],
  "lowdin_charge": [-0.13, -0.17, -0.23, -0.26, -0.34, 0.92, -0.80, -0.24, -0.47, -0.12, -0.01, -0.43, 0.17, -0.35, -0.28, -0.42, -0.07, -0.07, 0.08, 0.07, 0.08, 0.09, 0.11, 0.10, 0.08, 0.05, 0.03, -0.36, -0.16, 0.10, -0.09, -0.25, 0.11, 0.13, 0.11, -0.12, 0.07, 0.06, 0.10, 0.07, 0.10, 0.06, 0.07, 0.07, 0.06, 0.07, 0.06, -0.54, -0.17, -0.09, -0.46, -0.04, -0.04, 0.00, 0.07, 0.09, 0.14, 0.08, 0.09, 0.09, 0.09, 1.07, -0.47, -0.36, 0.04, 0.02, 0.04, 0.21, -0.18, -0.15, 0.07, 0.07, 0.06, 0.05, -0.03, -0.42, 0.06, 0.07, 0.07, 0.08, 0.17, 0.15, 1.75, -0.20, 0.88],
  "max_force_ev_per_a": 17.866,
  "gap_ev": 1.915,
  "charge": 0
}